Below is a molecular structure, C6H13NO4 in a non-equilibrium geometry, with properties calculated with ωB97M-V/def2-TZVPD.

Properties
**Spin multiplicity**: 1
**Relative energy (zero: lowest compared OMol25 entry of this formula, charge and spin)**: 1026.9 kJ/mol
**Energy**: -16102.155 eV

Atoms and positions in Å:
1 C -1.3792 -0.0603 0.9183
2 C -0.9541 -1.3944 -0.1350
3 C 1.2257 -1.0247 -1.1014
4 C 1.7417 -0.0117 0.0652
5 C 0.8863 1.3102 0.4469
6 C -0.6573 1.1804 0.3982
7 H -3.2969 -0.9620 -0.7207
8 H -1.2879 -0.1602 2.0816
9 H -1.7130 -0.5128 -0.8746
10 H -1.3583 -2.5687 -0.0098
11 H 0.7350 -2.2950 0.2204
12 H 0.8867 -0.4715 -1.8776
13 H 2.1996 -1.5641 -1.1859
14 H 2.7239 0.1808 -0.4058
15 H 1.9719 -0.0746 2.1223
16 H 1.0251 1.4382 1.4770
17 H 0.8698 2.2289 -1.3922
18 H -1.0298 2.1492 1.0588
19 H -1.8913 1.3666 -1.0161
20 N 0.2755 -1.8730 -0.6326
21 O -2.8676 0.1124 0.4599
22 O 1.6798 -0.8333 1.3722
23 O 1.1462 2.5031 -0.2423
24 O -0.9318 1.3362 -1.0268

Cartesian forces, eV/Å:
C -1.866 -1.864 -0.845
C -4.037 0.243 -1.337
C 3.863 1.462 3.935
C -1.908 -0.147 0.339
C -0.800 -1.650 -1.535
C -0.195 1.767 0.015
H 2.118 2.638 3.332
H -0.541 -0.198 -2.283
H 2.404 -4.194 0.220
H -0.659 3.784 0.758
H -0.871 -0.202 -1.289
H -0.536 1.639 -2.858
H -0.978 0.057 -1.092
H 0.117 0.631 1.535
H -1.071 -3.383 -2.971
H 1.004 0.742 1.598
H 1.014 1.410 5.482
H 0.616 -2.230 -1.869
H -0.563 0.125 -0.457
N -0.286 -1.875 2.811
O 1.433 -1.856 -0.387
O 2.018 4.523 0.546
O 0.050 -1.552 -5.159
O -0.328 0.130 1.511